C12H36BeNO15 | wB97M-V/def2-TZVPD

LUMO   -10.0060 eV
Multiplicity   1
E_tot   -45608.066 eV
Energy relative to the best compared isomer or geometry (same formula, charge and spin)   8.340 eV
Strongest force on any atom   5.20 eV/Å
Orbital gap   2.2 eV
Molecular weight   443.424 g/mol
Net charge   +1
Highest occupied orbital energy   -12.21 eV

Structure (XYZ):
```
65
Properties=species:S:1:pos:R:3:forces:R:3
Be -4.74009 1.55276 1.00438 1.1 -0.2 -0.3
N -1.19243 0.38459 0.32927 2.3 1.3 -1.6
O -0.48951 1.10256 -0.34281 0.1 2.0 -1.3
O -2.35429 0.54212 0.55014 -5.0 1.0 1.0
O -0.68412 -0.58575 0.77969 1.5 -4.0 2.0
C 1.06132 -4.91100 2.73138 1.9 2.0 -1.0
C 0.73994 -3.63635 1.87118 0.0 0.0 0.4
O -0.51535 -3.01408 2.15603 0.5 -1.4 0.3
O 1.68326 -4.52994 3.94633 -2.0 0.2 1.7
H 1.91140 -5.41971 2.27676 -0.8 -0.5 -1.2
H 0.13735 -5.48863 2.75850 0.3 -0.3 1.0
H 0.80967 -3.93908 0.82639 -0.4 -0.3 -0.5
H 1.55093 -2.91246 1.95104 0.2 0.3 0.3
H -0.55704 -2.10186 1.85986 0.3 0.1 -0.1
H 2.63233 -4.38563 3.95368 -0.1 -0.3 -0.8
C -0.09427 0.44837 -3.91436 0.5 -1.4 -0.6
C -1.53609 0.15084 -3.61152 -0.2 1.3 0.3
O -2.29758 1.37131 -3.42385 0.3 -0.8 0.3
O 0.04155 1.10374 -5.16748 -0.1 0.5 0.8
H 0.37575 -0.52975 -4.01660 0.2 -0.2 -0.1
H 0.49667 0.94195 -3.14283 -0.5 0.4 0.2
H -1.58178 -0.41646 -2.68191 -0.3 0.0 0.0
H -1.93430 -0.41978 -4.45052 -0.1 -0.1 0.1
H -2.27240 1.84759 -4.25699 -0.1 0.0 -0.2
H 0.07877 2.01685 -4.87346 0.1 0.5 -0.8
C -2.82069 -3.80240 -0.01743 -0.8 -0.6 -0.3
C -4.17694 -4.43088 0.50935 0.6 1.1 0.0
O -5.28090 -3.53605 0.21365 0.8 -0.1 -0.3
O -2.77045 -3.89529 -1.44165 -0.1 0.0 0.4
H -1.92579 -4.30028 0.35588 -0.4 -0.3 0.2
H -2.67748 -2.75010 0.22801 -0.5 0.2 0.6
H -4.19281 -4.56449 1.59101 0.5 -0.1 0.1
H -4.32151 -5.39227 0.01647 0.1 0.0 -0.1
H -6.08824 -4.05086 0.28279 -0.1 0.0 -0.1
H -3.56637 -3.43256 -1.71368 -0.2 0.0 -0.5
C 2.26352 -1.31160 -0.68520 -0.6 0.7 -1.5
C 2.61643 -0.15912 -1.62113 2.3 0.2 -1.2
O 4.02185 0.16915 -1.50057 -0.5 -0.8 0.5
O 2.03245 -0.78026 0.56677 0.4 -0.5 1.1
H 2.95950 -2.14763 -0.75420 0.7 0.4 0.4
H 1.36725 -1.76558 -1.10794 -0.5 0.0 0.1
H 2.08024 0.78820 -1.56479 -0.7 -0.4 0.6
H 2.47889 -0.54170 -2.63248 -0.2 -0.1 -0.4
H 4.25520 1.00872 -1.90339 -0.3 0.1 -0.1
H 1.07542 -0.73068 0.62367 -0.4 0.3 0.6
C 2.38508 2.00680 2.19568 -1.1 2.1 0.3
C 3.21045 3.08545 2.97975 0.2 0.0 0.8
O 2.80666 3.18383 4.35306 -0.7 -0.7 -0.4
O 0.96397 2.38160 2.19296 0.8 -0.5 0.7
H 2.50341 1.03919 2.68336 0.0 -0.1 -0.2
H 2.59949 2.01928 1.12705 1.0 -0.4 0.3
H 3.15403 4.09821 2.58072 -0.4 -0.1 -0.7
H 4.27165 2.83692 2.99406 0.1 -0.5 -0.5
H 3.40866 3.74991 4.84169 0.1 0.0 -0.2
H 0.69150 2.41824 1.27317 0.0 0.2 -0.1
C -0.85183 4.34361 -0.46359 -0.3 0.4 -0.2
C -0.71476 5.84445 -0.45151 0.9 0.3 0.6
O 0.10979 6.27050 0.63936 -0.4 0.0 -0.2
O 0.41069 3.76495 -0.83265 -0.8 0.2 0.4
H -1.65070 4.07393 -1.15437 0.1 -0.2 -0.5
H -1.19405 3.99736 0.51165 0.3 0.0 0.4
H -1.65836 6.37704 -0.33289 -0.1 -0.3 0.1
H -0.27600 6.17737 -1.39212 0.0 0.0 -0.2
H 1.00555 5.96072 0.48684 0.1 -0.1 -0.1
H 0.22524 2.82400 -0.78981 0.2 -0.3 -0.3
```
Positions in Å, forces in eV/Å.

=====

C12H36BrN3O3 | wB97M-V/def2-TZVPD

LUMO   -5.6303 eV
Multiplicity   1
E_tot   -93664.383 eV
Energy relative to the best compared isomer or geometry (same formula, charge and spin)   5.010 eV
Strongest force on any atom   4.87 eV/Å
Orbital gap   9.7 eV
Molecular weight   350.342 g/mol
Net charge   +2
Highest occupied orbital energy   -15.38 eV

Structure (XYZ):
```
55
Properties=species:S:1:pos:R:3:forces:R:3
Br 0.67499 0.40053 0.60322 1.3 1.1 4.1
C -1.93716 1.47150 3.19137 0.3 -0.7 -0.7
C -1.77392 -0.12338 3.10380 -1.5 1.6 0.8
C -2.69095 -0.80267 2.06413 1.3 -1.0 -1.1
O -2.59198 -2.23541 2.21609 -0.2 1.3 0.9
C -3.35713 -3.02604 1.30554 0.2 0.0 0.7
N -0.36000 -0.59519 2.98797 -1.0 -0.2 1.1
H 0.19935 -0.25141 3.75546 0.0 -0.4 0.7
H -0.31639 -1.59390 2.84376 -0.2 -0.7 0.7
H 0.12601 -0.24207 2.17606 -0.1 0.5 -0.5
H -2.98430 1.70184 3.38769 0.1 -0.3 0.3
H -1.69279 2.07463 2.31695 0.1 -0.6 -0.6
H -1.32387 1.97350 3.93970 0.0 -0.6 0.5
H -2.08350 -0.44795 4.09724 -0.1 -0.3 -0.1
H -2.29291 -0.57341 1.07563 0.4 0.2 -0.4
H -3.70441 -0.41832 1.94893 -0.2 -0.1 1.1
H -3.54833 -3.97488 1.80680 0.5 -0.2 -0.2
H -2.78665 -3.10586 0.38018 -0.2 -0.3 0.4
H -4.36784 -2.64617 1.15629 0.0 0.5 -0.1
C 4.35908 2.13300 -2.68220 -1.4 -0.2 0.9
C 3.60865 2.02017 -1.34481 0.1 0.4 2.0
C 3.21062 3.29581 -0.44090 1.2 -0.7 -0.1
O 2.47905 2.88342 0.71136 0.2 -0.1 -1.3
C 2.42608 3.87941 1.71418 -0.4 0.5 1.3
N 2.35836 1.14795 -1.33539 2.3 0.5 -3.9
H 2.61262 0.18496 -1.50295 0.6 -0.6 1.0
H 1.91157 1.28387 -0.43984 -0.5 0.2 0.6
H 1.77513 1.21742 -2.15705 -0.8 1.4 -0.1
H 4.50136 1.08411 -2.94234 0.2 0.1 -0.7
H 5.34412 2.58157 -2.55350 -0.3 0.1 0.0
H 3.72834 2.66198 -3.39666 0.4 0.0 -0.3
H 4.18621 1.30827 -0.75514 0.7 0.8 0.6
H 2.69315 4.07505 -1.00047 -0.3 -0.1 -0.3
H 4.10953 3.75291 -0.02724 0.5 -0.1 -0.7
H 2.92447 3.53328 2.61966 0.0 -0.3 0.0
H 1.39427 4.11777 1.97234 -0.1 -0.3 -0.1
H 2.87823 4.85109 1.51543 0.2 -0.2 -0.8
C 0.85131 -2.35359 -1.14973 0.3 -0.1 0.6
C 0.02740 -1.58230 -2.16962 -1.4 -0.4 0.9
C -1.24336 -2.39430 -2.62012 -0.8 0.6 0.3
O -2.21266 -2.53291 -1.52522 3.7 0.3 0.1
C -3.56302 -2.61520 -1.73010 -2.5 0.3 -0.9
N -0.56580 -0.26271 -1.57600 -1.8 -1.6 -4.2
H -0.09832 0.17149 -0.79302 0.2 -0.3 0.4
H -0.68815 0.53192 -2.18731 0.1 -0.1 -1.3
H -1.52129 -0.44190 -1.30209 -0.5 -0.7 0.5
H 1.27317 -3.27681 -1.54697 -0.3 0.0 -0.6
H 0.28049 -2.67154 -0.27729 -0.1 0.3 0.0
H 1.72824 -1.80176 -0.81122 -0.1 0.1 0.1
H 0.70084 -1.34032 -2.99182 -0.6 0.1 -0.3
H -0.94577 -3.37487 -2.99164 0.0 0.0 0.0
H -1.71388 -1.80120 -3.40430 -0.1 -0.2 -0.3
H -3.92623 -3.31638 -2.48146 0.5 -0.1 -0.3
H -4.00007 -1.64022 -1.94577 0.0 0.3 -0.4
H -4.07194 -2.89476 -0.80763 0.4 -0.2 -0.3
```
Positions in Å, forces in eV/Å.

=====

C12H36FNaO6S6 | wB97M-V/def2-TZVPD

LUMO   -0.0950 eV
Multiplicity   1
E_tot   -97452.808 eV
Energy relative to the best compared isomer or geometry (same formula, charge and spin)   0.000 eV
Strongest force on any atom   3.33 eV/Å
Orbital gap   7.4 eV
Molecular weight   510.804 g/mol
Net charge   0
Highest occupied orbital energy   -7.51 eV

Structure (XYZ):
```
62
Properties=species:S:1:pos:R:3:forces:R:3
Na 0.82606 -0.54079 0.81234 0.8 0.1 0.5
F 2.89849 -0.21464 2.06838 -0.9 0.2 -0.4
C -1.72018 4.13203 0.63842 -0.3 0.1 -0.3
S -1.30518 2.75014 -0.56567 0.4 -1.4 2.0
O -0.19430 1.89137 0.02037 -1.2 1.5 -0.8
C -2.89311 1.78806 -0.39114 -0.6 0.9 -0.2
H -2.16333 3.95948 1.61920 -0.1 -1.0 -0.2
H -2.43943 4.74326 0.09327 0.1 0.1 -0.1
H -0.84463 4.73402 0.88154 0.3 -0.2 -0.6
H -3.69766 2.44888 -0.71381 0.0 0.5 0.1
H -3.13853 1.49868 0.63069 0.6 -0.1 0.0
H -3.02347 0.96157 -1.08972 0.9 -0.1 0.3
C -2.02385 1.59273 4.27420 -0.2 0.0 -0.3
S -0.50921 0.72579 3.74085 -0.4 -0.1 -1.1
O -0.92221 0.08641 2.40471 0.6 0.9 1.5
C 0.38999 2.28284 3.32386 -0.8 0.0 -0.5
H -1.88740 2.06257 5.24822 0.2 0.3 -0.2
H -2.93277 0.99723 4.35988 0.5 -0.7 -0.1
H -2.22773 2.26174 3.43816 0.0 0.5 0.3
H 1.44904 2.09867 3.14331 -0.1 -0.2 0.2
H 0.15451 3.11002 3.99351 0.4 -0.4 0.6
H -0.08037 2.61305 2.39767 0.1 -0.4 -0.4
C -1.43801 0.18260 -3.25115 -0.6 -0.5 0.2
S -0.91019 -1.28381 -2.22130 0.4 0.6 2.9
O -0.82967 -0.79548 -0.73214 -0.6 -0.8 -3.2
C -2.36754 -2.35847 -2.39444 -0.5 0.6 -1.6
H -1.12607 0.09994 -4.29229 0.4 -0.4 0.2
H -1.01618 1.09329 -2.82594 0.1 -0.3 0.2
H -2.52509 0.24768 -3.29714 -0.1 0.1 0.3
H -3.30159 -2.00278 -1.95954 0.3 0.2 0.4
H -2.29334 -3.44244 -2.30715 0.8 0.2 0.9
H -2.48794 -2.25696 -3.47301 -0.3 0.1 -0.4
C 4.42931 -3.01347 -0.58542 -0.3 -1.5 -1.4
S 2.65755 -3.50085 -0.84423 0.2 0.8 0.8
O 1.81414 -2.45511 -0.21335 -0.6 0.3 -0.1
C 2.49894 -3.29967 -2.63381 1.0 -0.4 0.0
H 4.84199 -4.01043 -0.73993 0.5 -0.2 0.2
H 4.70860 -2.67884 0.41364 -0.7 0.3 -0.2
H 4.81160 -2.44959 -1.43629 -0.2 0.6 0.4
H 2.97577 -2.39032 -2.99961 -0.4 0.2 0.1
H 1.45798 -3.43489 -2.92743 0.1 0.3 0.3
H 3.06413 -4.13749 -3.04213 0.0 -0.1 -0.2
C 4.41557 2.93800 -2.42385 -1.0 0.1 -0.3
S 3.26147 1.60729 -3.12504 1.4 -0.2 2.4
O 4.24134 0.48842 -3.30931 -0.3 -0.1 -1.0
C 2.54171 1.13678 -1.49553 0.2 1.1 0.0
H 4.56243 3.75533 -3.12989 0.3 -0.4 -0.4
H 5.31160 2.35385 -2.21411 -0.1 0.2 0.0
H 4.03754 3.46760 -1.54937 -0.2 -0.5 0.3
H 2.06288 2.00816 -1.04886 -0.6 -0.2 -0.3
H 3.32753 0.92011 -0.77190 0.4 -0.4 -0.4
H 1.88871 0.27212 -1.61407 -0.1 0.2 -0.1
C -3.35243 -1.44809 1.48855 0.6 0.4 0.5
S -3.15954 -2.98486 2.55389 1.0 -0.4 -2.4
O -3.04404 -4.03256 1.43477 -0.3 0.8 1.5
C -1.39147 -2.81128 3.19318 -1.3 0.0 -1.4
H -2.55278 -1.43160 0.74801 0.1 -0.5 0.0
H -3.23763 -0.48320 1.98241 0.0 -0.2 0.6
H -4.32026 -1.41664 0.98814 -0.1 -0.7 0.2
H -1.42683 -2.06636 3.98813 0.5 -0.3 0.0
H -0.79163 -2.54572 2.32268 -0.1 0.5 0.2
H -1.05344 -3.82317 3.41660 -0.5 0.1 0.7
```
Positions in Å, forces in eV/Å.